{
  "formula": "C3H7N2S",
  "method": "ωB97M-V/def2-TZVPD",
  "de_lowest_kcal_mol": 55.6,
  "orbital_gap_ev": 7.55,
  "total_energy_ha": -625.8835,
  "total_charge": 1,
  "species": ["C", "C", "C", "N", "N", "S", "H", "H", "H", "H", "H", "H", "H"],
  "xyz": [[-1.36643, -0.24357, -1.05510], [0.00823, -0.48873, -1.56413], [-0.10436, -0.82502, 0.61830], [-1.37545, -0.52323, 0.25030], [0.73105, -0.64358, -0.40582], [0.94597, 1.88909, 1.84278], [-2.19022, 0.03229, -1.75087], [-0.07999, -1.49327, -2.13627], [0.44698, 0.14704, -2.24534], [0.29655, -0.73012, 1.60046], [0.19065, 2.83078, 2.22890], [1.73856, -0.91346, -0.32540], [0.75845, 0.96178, 2.94217]],
  "forces_ev_per_a": [[0.813, -0.931, 1.157], [-1.839, -2.018, -1.428], [0.847, 2.960, -2.253], [-1.469, 0.205, -1.416], [1.876, -2.637, 2.947], [1.486, -3.007, 0.573], [0.321, -0.281, 1.195], [0.046, 1.143, 0.678], [0.778, 1.757, -1.544], [-0.255, -1.078, 0.788], [-1.497, 1.468, 1.062], [-1.205, 0.587, -0.351], [0.099, 1.831, -1.408]],
  "mulliken_charge": [0.19, -0.42, -0.32, -0.38, 0.02, -0.33, 0.37, 0.31, 0.38, 0.48, 0.20, 0.27, 0.22]
}

---

{
  "formula": "C4H5NO",
  "method": "ωB97M-V/def2-TZVPD",
  "smiles": "C=N/C=C\\C=O",
  "de_lowest_kcal_mol": 46.2,
  "orbital_gap_ev": 9.53,
  "total_energy_ha": -285.3410,
  "species": ["C", "N", "C", "C", "C", "O", "H", "H", "H", "H", "H"],
  "xyz": [[-0.98303, 0.31132, 1.66202], [-1.48515, 0.04886, 0.53961], [-0.88810, 0.31124, -0.66227], [0.33618, -0.03364, -1.11174], [1.55736, -0.59150, -0.50722], [2.17824, -0.24813, 0.46830], [-1.49154, -0.04197, 2.54922], [-0.07390, 0.89540, 1.80480], [-1.60349, 0.68558, -1.39015], [0.47147, 0.04354, -2.18596], [1.98196, -1.38070, -1.16662]],
  "forces_ev_per_a": [[0.206, 0.272, 0.252], [-0.109, -0.515, 0.512], [0.533, -0.023, -0.763], [-0.481, 0.499, 0.031], [0.304, -0.427, -0.322], [-0.594, 0.135, 0.263], [-0.112, -0.033, 0.133], [0.138, -0.001, -0.136], [0.136, 0.015, -0.051], [-0.075, 0.093, -0.067], [0.053, -0.014, 0.148]],
  "mulliken_charge": [-0.26, -0.43, -0.08, -0.27, 0.01, -0.44, 0.27, 0.28, 0.35, 0.28, 0.29]
}

---

{
  "formula": "C4H7N",
  "method": "ωB97M-V/def2-TZVPD",
  "smiles": "C=CC(=C)N",
  "de_lowest_kcal_mol": 31.8,
  "orbital_gap_ev": 9.42,
  "total_energy_ha": -211.3101,
  "species": ["C", "C", "C", "C", "N", "H", "H", "H", "H", "H", "H", "H"],
  "xyz": [[1.50444, 0.88467, -0.94287], [0.78255, 0.61565, 0.13763], [-0.41919, -0.17367, 0.23995], [-1.52859, 0.37677, 0.72959], [-0.38388, -1.53849, -0.27496], [2.44109, 1.42553, -0.88376], [1.31149, 0.35655, -1.92069], [1.02941, 1.06819, 1.11997], [-1.71378, 1.34890, 1.20970], [-2.44482, -0.23719, 0.77807], [-1.09670, -2.10825, 0.12123], [0.51798, -2.01867, -0.31388]],
  "forces_ev_per_a": [[0.263, -1.524, -0.953], [1.178, 1.117, 0.831], [-0.716, -1.800, -0.702], [-1.688, -0.721, 0.726], [0.540, 1.808, 0.113], [-0.226, 0.266, 0.027], [-0.011, 0.799, 1.107], [0.147, -0.032, -0.811], [0.908, -0.336, -0.631], [0.495, 0.152, -0.120], [-0.423, -0.390, 0.189], [-0.466, 0.662, 0.224]],
  "mulliken_charge": [-0.61, -0.33, 0.68, -0.98, -0.53, 0.29, 0.25, 0.26, 0.29, 0.21, 0.23, 0.25]
}

---

{
  "formula": "C3H11NO2S",
  "method": "ωB97M-V/def2-TZVPD",
  "smiles": "N[C@@H](CO)CS.O",
  "de_lowest_kcal_mol": 7.1,
  "orbital_gap_ev": 9.53,
  "total_energy_ha": -724.3004,
  "species": ["N", "C", "C", "O", "C", "S", "H", "H", "H", "H", "H", "H", "H", "H", "H", "O", "H", "H"],
  "xyz": [[-0.93183, 0.56113, -1.03401], [-0.39449, 0.72187, 0.26782], [-1.49727, 0.33808, 1.31566], [-2.71255, 0.95700, 0.98738], [0.90773, -0.03172, 0.62336], [2.24938, 0.56180, -0.50272], [-1.53663, -0.24318, -1.16369], [-0.23206, 0.52705, -1.75753], [-0.20666, 1.76884, 0.54337], [-1.54269, -0.76738, 1.36139], [-1.14147, 0.57572, 2.32471], [-2.57120, 1.43661, 0.16568], [1.27797, 0.15719, 1.63048], [0.78389, -1.09488, 0.47512], [2.28442, -0.54904, -1.30291], [0.08724, -2.81846, -0.84382], [-0.21499, -2.94798, 0.04780], [0.71995, -3.52334, -0.99151]],
  "forces_ev_per_a": [[-0.380, 0.059, -0.943], [-0.181, -0.336, 2.984], [1.332, -0.529, -0.655], [-0.191, -0.207, 0.561], [0.072, 0.551, -0.937], [-0.084, -0.986, -0.230], [0.210, -0.081, 0.371], [0.243, 0.229, -0.074], [0.091, 0.178, -0.743], [-0.611, 0.119, -0.413], [-0.197, 0.555, -0.086], [-0.015, -0.014, -0.200], [-0.332, 0.127, 0.054], [0.117, -0.136, -0.031], [-0.012, 0.638, 0.407], [0.125, 0.163, -0.567], [-0.299, -0.159, 0.590], [0.113, -0.170, -0.088]],
  "mulliken_charge": [-0.62, 0.30, -0.57, -0.51, -0.60, -0.25, 0.24, 0.25, 0.21, 0.23, 0.35, 0.38, 0.37, 0.10, 0.12, -0.63, 0.31, 0.31]
}

---

{
  "formula": "C25H63LiN3O4",
  "method": "ωB97M-V/def2-TZVPD",
  "de_lowest_kcal_mol": 99.5,
  "orbital_gap_ev": 7.15,
  "total_energy_ha": -1461.9261,
  "total_charge": 3,
  "species": ["Li", "C", "O", "H", "H", "H", "C", "C", "N", "C", "C", "C", "C", "C", "O", "C", "H", "H", "H", "H", "H", "H", "H", "H", "H", "H", "H", "H", "H", "H", "H", "H", "H", "H", "H", "H", "C", "C", "N", "C", "C", "C", "C", "C", "O", "C", "H", "H", "H", "H", "H", "H", "H", "H", "H", "H", "H", "H", "H", "H", "H", "H", "H", "H", "H", "H", "C", "C", "N", "C", "C", "C", "C", "C", "O", "C", "H", "H", "H", "H", "H", "H", "H", "H", "H", "H", "H", "H", "H", "H", "H", "H", "H", "H", "H", "H"],
  "xyz": [[-3.62820, -2.39413, 2.01040], [-2.36083, -0.49903, -0.41932], [-3.29149, -1.05761, 0.42595], [-2.77691, -0.28650, -1.40411], [-2.04448, 0.42311, 0.06819], [-1.59245, -1.25074, -0.59995], [-2.56635, 2.46851, 6.50336], [-2.09320, 1.25324, 5.60618], [-1.13098, 1.69427, 4.44948], [0.18354, 2.23154, 5.10699], [-0.83830, 0.49274, 3.58418], [0.28060, -0.52528, 3.91725], [-1.85488, 2.73572, 3.50871], [-3.21959, 2.30278, 2.88460], [-4.16592, 1.85579, 3.86941], [-5.20512, 1.07515, 3.32506], [-1.79726, 2.99924, 7.06455], [-3.19739, 2.25212, 7.36537], [-3.19942, 3.15351, 5.93937], [-2.96871, 0.69013, 5.28291], [-1.55544, 0.52047, 6.20781], [0.78951, 1.75149, 5.87540], [-0.11584, 3.24083, 5.38948], [0.84696, 2.37776, 4.25458], [-0.41244, 0.83142, 2.63970], [-1.80435, -0.00435, 3.49614], [1.25508, -0.03705, 3.90600], [0.23796, -1.43481, 3.31806], [0.08253, -0.86677, 4.93324], [-1.02931, 3.11042, 2.90363], [-2.10895, 3.57399, 4.15745], [-2.96198, 1.71707, 2.00218], [-3.71979, 3.19048, 2.49746], [-5.30700, 0.28672, 4.07078], [-4.87759, 0.48899, 2.46643], [-6.13502, 1.58303, 3.06923], [-1.06971, -4.87549, -0.79247], [0.21852, -4.29715, -1.45294], [1.24574, -3.72362, -0.50260], [0.65758, -2.67411, 0.53512], [1.74484, -4.89463, 0.35166], [2.56337, -6.01046, -0.47267], [2.46614, -3.13091, -1.28930], [3.70967, -2.63581, -0.41681], [4.54064, -3.71629, -0.11823], [5.74649, -3.33475, 0.57429], [-1.73564, -5.24288, -1.57329], [-1.73380, -4.17842, -0.28142], [-0.96545, -5.84480, -0.30497], [-0.03296, -3.42155, -2.05142], [0.70843, -4.97609, -2.15090], [-0.33029, -2.91656, 0.92682], [0.55356, -1.73304, -0.00495], [1.32471, -2.51116, 1.38157], [0.74891, -5.28356, 0.56371], [2.41982, -4.51667, 1.11954], [2.10133, -6.45670, -1.35328], [2.96949, -6.82270, 0.13019], [3.38718, -5.47807, -0.94807], [1.94432, -2.31770, -1.79377], [2.80898, -3.80821, -2.07149], [3.46525, -2.16706, 0.53641], [4.28003, -1.86683, -0.93783], [6.24733, -2.43982, 0.20501], [6.56484, -4.00373, 0.30807], [5.43090, -3.41221, 1.61472], [1.82545, 0.42711, -5.96014], [1.66145, 0.86829, -4.47294], [0.96307, 2.21180, -4.25165], [1.86198, 3.39148, -4.63681], [-0.43782, 2.41772, -5.01292], [-1.56652, 1.43785, -4.54502], [0.71647, 2.36115, -2.70953], [-0.21003, 3.57150, -2.24008], [0.27974, 4.80188, -2.70343], [-0.49204, 6.00365, -2.29696], [1.97239, -0.65094, -5.89455], [2.67939, 0.69639, -6.58174], [0.86754, 0.55103, -6.46527], [2.62660, 0.93328, -3.97057], [1.06548, 0.07228, -4.02652], [2.18456, 3.06866, -5.62667], [2.74411, 3.12473, -4.05476], [1.38708, 4.37231, -4.61340], [-0.10228, 2.30933, -6.04431], [-0.67677, 3.47606, -4.90847], [-2.55485, 1.76135, -4.87159], [-1.45487, 1.32930, -3.46620], [-1.39704, 0.39007, -4.79309], [1.68539, 2.37340, -2.21038], [0.23795, 1.41366, -2.46178], [-0.13632, 3.62808, -1.15405], [-1.24036, 3.36901, -2.53251], [-0.84816, 6.25958, -1.29908], [-1.44229, 5.99293, -2.83082], [0.10395, 6.78333, -2.77131]],
  "forces_ev_per_a": [[-0.021, 1.223, -1.640], [-1.058, -0.806, 0.754], [-0.765, -1.644, 2.006], [-0.189, 0.363, -0.306], [0.998, 0.462, -0.446], [1.044, 0.314, -0.182], [0.088, -0.244, -0.298], [-0.045, 0.820, 1.758], [-0.356, -1.586, 1.406], [-0.977, 1.998, -2.291], [0.762, -0.797, -1.019], [-0.965, 0.666, 2.254], [-0.035, 0.485, 2.311], [0.531, 1.004, 0.087], [1.571, 0.114, -1.105], [0.218, -1.657, 0.123], [0.555, 0.101, -0.720], [-0.260, -1.171, -0.318], [0.322, 0.067, -0.128], [0.274, 0.548, -0.752], [0.532, 0.279, 0.011], [-1.160, -0.827, 0.121], [0.312, -0.125, 0.486], [0.122, -0.013, -0.063], [-1.107, 0.696, -0.356], [0.158, 0.040, -0.520], [0.018, -0.301, -0.192], [-0.069, 0.436, -0.389], [0.449, -0.259, 0.220], [-0.542, -0.298, -0.770], [0.278, -0.080, 0.283], [-0.817, -1.100, 0.243], [0.723, 0.508, -0.366], [-1.000, 0.160, 0.264], [0.200, 0.394, -0.557], [0.156, 0.247, 0.337], [0.032, -0.600, -1.173], [-1.123, 1.310, 0.048], [1.958, -0.531, 1.809], [0.491, -0.036, -1.547], [0.053, -1.873, -1.903], [-0.130, 1.723, -0.452], [-0.545, 1.268, 1.071], [-0.681, -0.586, -0.094], [0.535, -0.208, -1.039], [-0.099, -0.775, -0.349], [0.191, 0.404, -0.720], [0.558, 0.135, 0.346], [0.472, 0.369, 0.708], [-0.427, -0.040, -0.166], [0.051, -0.186, 0.483], [0.183, -0.605, -0.415], [0.011, -0.051, -0.049], [0.271, -0.427, -0.367], [0.715, -0.392, 1.533], [-0.609, -0.095, 0.211], [-0.838, -0.089, 0.417], [-0.232, 0.352, 0.321], [0.403, -0.261, 0.521], [0.584, 0.440, -0.101], [-0.192, -0.294, 0.387], [-0.805, 0.271, 0.114], [-0.233, 0.065, -0.633], [-0.926, 0.874, 0.362], [-0.553, -0.904, 0.377], [0.986, 0.603, 0.233], [-0.364, -0.657, 0.732], [0.061, 0.450, -1.447], [-1.999, 1.700, 1.612], [0.675, -2.896, -1.119], [1.098, -1.221, 0.115], [1.737, 0.143, 0.321], [-0.827, 0.265, -0.668], [1.193, -0.573, -0.235], [-0.695, 0.763, 0.771], [-0.169, -0.292, -2.254], [-0.182, -0.188, 0.051], [-0.157, 0.947, 0.371], [0.258, 0.055, -0.285], [-0.080, 0.057, 0.114], [-0.172, 0.421, 0.340], [-0.123, 0.770, -0.451], [0.095, 1.320, 0.384], [0.247, -0.449, 0.471], [-0.494, -0.179, -0.081], [-0.058, -0.173, 0.449], [0.187, 0.003, 0.202], [-0.840, 0.637, 0.186], [0.040, 0.122, -0.963], [0.064, 0.235, -0.268], [-0.135, 0.204, 0.419], [-0.223, -0.647, 0.278], [-0.160, 0.138, -0.071], [1.188, -0.811, 0.692], [-0.074, -0.214, -0.418], [-0.138, 0.189, 0.575]],
  "mulliken_charge": [0.86, -0.11, -0.86, 0.40, 0.04, -0.27, -1.20, -0.44, 0.32, -1.11, -0.10, -1.36, -0.90, -0.34, -0.28, -0.77, 0.38, 0.42, 0.26, 0.36, 0.52, 0.29, 0.47, 0.45, 0.32, 0.18, 0.40, 0.23, 0.37, 0.59, 0.44, 0.09, 0.51, 0.31, 0.28, 0.28, -1.32, -0.39, 0.09, -1.15, -0.70, -1.15, -0.87, -0.61, -0.30, -0.83, 0.46, 0.25, 0.47, 0.38, 0.51, 0.46, 0.38, 0.31, 0.65, 0.43, 0.30, 0.42, 0.24, 0.57, 0.56, 0.34, 0.54, 0.32, 0.28, 0.32, -1.32, -0.12, -0.12, -0.95, -0.64, -0.88, -0.89, -0.69, -0.32, -0.87, 0.39, 0.39, 0.33, 0.40, 0.22, 0.42, 0.41, 0.37, 0.67, 0.50, 0.39, 0.02, 0.31, 0.66, 0.49, 0.53, 0.32, 0.33, 0.36, 0.30]
}

---

{
  "formula": "C15H16BN10Re",
  "method": "ωB97M-V/def2-TZVPD",
  "multiplicity": 2,
  "orbital_gap_ev": [5.04, 5.54],
  "total_energy_ha": -1230.9288,
  "s_squared": 0.77,
  "total_charge": 3,
  "species": ["Re", "C", "C", "N", "N", "C", "B", "N", "C", "C", "C", "N", "N", "C", "C", "C", "N", "H", "H", "H", "H", "H", "H", "H", "H", "H", "H", "N", "C", "C", "N", "C", "C", "N", "C", "C", "N", "H", "H", "H", "H", "H", "H"],
  "xyz": [[0.55131, -1.19777, 0.00024], [0.37182, 1.33303, 3.27625], [0.05470, 0.14358, 2.67851], [0.60844, 0.10991, 1.43060], [1.29468, 1.27762, 1.24995], [1.17144, 2.01254, 2.34665], [2.20291, 1.41346, 0.00021], [1.29440, 1.27778, -1.24935], [1.17088, 2.01286, -2.34591], [0.37108, 1.33345, -3.27542], [0.05410, 0.14392, -2.67774], [0.60815, 0.11010, -1.43000], [3.13400, 0.15432, 0.00000], [4.44568, -0.00798, -0.00019], [4.74921, -1.38377, -0.00042], [3.54427, -2.02075, -0.00026], [2.53272, -1.08495, 0.00001], [0.08680, 1.67017, 4.25773], [-0.53815, -0.68245, 3.03914], [1.67069, 2.96659, 2.42153], [2.81644, 2.42573, 0.00020], [1.67008, 2.96694, -2.42081], [0.08582, 1.67069, -4.25679], [-0.53881, -0.68208, -3.03833], [5.10379, 0.84819, -0.00020], [5.72891, -1.83008, -0.00065], [3.31836, -3.07577, -0.00032], [-3.50127, -2.38517, 0.00009], [-2.83253, -3.60321, 0.00037], [-1.52347, -3.31729, 0.00054], [-1.35692, -1.91526, 0.00027], [-2.62468, -1.38323, 0.00000], [-2.88993, 0.01415, -0.00041], [-1.92491, 0.93082, -0.00054], [-2.54156, 2.12491, -0.00097], [-3.91833, 1.94861, -0.00108], [-4.11947, 0.61735, -0.00077], [-4.50864, -2.29926, -0.00006], [-3.35580, -4.54444, 0.00046], [-0.68976, -4.00166, 0.00080], [-2.01211, 3.06219, -0.00117], [-4.72991, 2.65727, -0.00139], [-5.03440, 0.18897, -0.00081]],
  "forces_ev_per_a": [[-0.213, -0.601, 0.000], [-0.011, -0.032, 0.042], [-0.034, -0.025, -0.033], [0.074, 0.217, 0.149], [-0.075, -0.064, 0.014], [0.032, 0.001, -0.059], [0.074, 0.015, 0.000], [-0.075, -0.064, -0.014], [0.032, 0.001, 0.059], [-0.011, -0.032, -0.042], [-0.034, -0.025, 0.034], [0.075, 0.216, -0.149], [-0.162, -0.012, 0.000], [-0.065, 0.015, 0.000], [0.039, -0.060, 0.000], [0.001, 0.088, 0.000], [0.152, 0.083, 0.000], [0.002, 0.013, 0.022], [-0.015, 0.008, 0.030], [-0.010, 0.024, 0.039], [0.013, 0.015, 0.000], [-0.010, 0.024, -0.039], [0.002, 0.013, -0.022], [-0.015, 0.008, -0.030], [0.049, -0.008, 0.000], [0.022, -0.001, 0.000], [0.026, -0.028, 0.000], [0.075, 0.057, 0.000], [0.020, -0.043, 0.001], [-0.053, -0.114, -0.001], [0.142, 0.252, 0.000], [0.046, -0.078, 0.000], [-0.089, 0.354, 0.000], [0.068, -0.264, 0.001], [-0.291, 0.118, 0.000], [0.189, 0.112, 0.000], [-0.028, -0.181, 0.000], [0.005, 0.009, 0.000], [-0.014, -0.009, 0.000], [0.015, 0.001, 0.000], [0.052, -0.001, 0.000], [-0.016, 0.002, 0.000], [0.015, -0.002, 0.000]],
  "lowdin_spin": [0.81, 0.02, 0.01, 0.02, 0.00, 0.04, 0.00, 0.00, 0.04, 0.02, 0.01, 0.02, 0.01, -0.01, -0.01, 0.01, 0.01, 0.00, 0.00, 0.00, 0.00, 0.00, 0.00, 0.00, 0.00, 0.00, 0.00, 0.00, -0.01, 0.01, 0.00, 0.00, 0.00, 0.00, 0.00, -0.01, 0.00, 0.00, 0.00, 0.00, 0.00, 0.00, 0.00]
}